CH5BOS | ωB97M-V/def2-TZVPD

Last column: Löwdin charge in e.
CARTESIAN COORDINATES (ANGSTROEM)
C -1.48 -0.01 0.77  -0.010
B -0.80 -0.92 -0.36  -0.271
O -0.23 -1.47 -1.29  0.093
H -1.87 -0.65 1.46  0.011
H -0.75 0.78 1.22  0.103
H -2.32 0.56 0.43  0.049
S 3.00 0.71 -0.51  0.506
H 1.80 0.67 0.03  -0.272
H 2.66 0.33 -1.75  -0.209

- E_tot (Eh) = -539.40902
- spin multiplicity = 1
- relative energy (zero: lowest compared OMol25 entry of this formula, charge and spin) (eV) = 0.559
- SMILES = CB=O.S



C4H15N2O | ωB97M-V/def2-TZVPD

Last column: Löwdin charge in e.
CARTESIAN COORDINATES (ANGSTROEM)
C -0.48 0.01 -0.10  -0.204
N -1.14 -1.26 -0.32  -0.001
C 1.05 -0.31 -0.21  -0.299
N 1.23 -1.56 0.61  0.198
C 1.83 2.17 -0.37  -0.062
C 2.05 0.74 0.20  -0.211
H -0.54 0.42 0.91  0.136
H -0.61 0.68 -0.95  0.121
H -2.15 -1.16 -0.13  0.062
H -1.20 -1.47 -1.31  0.098
H 1.35 -0.54 -1.24  0.160
H 0.85 -1.47 1.56  0.173
H 0.60 -2.26 0.20  0.143
H 2.17 -1.93 0.67  0.173
H 0.79 2.28 -0.65  0.061
H 2.50 2.42 -1.19  0.081
H 2.13 2.90 0.38  0.082
H 3.06 0.39 -0.07  0.118
H 2.15 0.95 1.26  0.112
H -3.47 1.11 -0.13  0.041
H -4.61 0.36 0.39  0.080
O -3.68 0.20 0.10  -0.061

- total charge = +1
- E_tot (Eh) = -345.90248
- spin multiplicity = 1
- relative energy (zero: lowest compared OMol25 entry of this formula, charge and spin) (eV) = 1.176



C24H35IrN7O3 | ωB97M-V/def2-TZVPD

Last column: Löwdin charge in e.
CARTESIAN COORDINATES (ANGSTROEM)
Ir 1.04 -0.03 -0.44  1.480
O -2.71 -5.64 -2.71  0.117
N -2.88 -4.65 -3.40  -0.325
O -3.55 -4.58 -4.39  0.150
C -2.20 -3.39 -2.96  -0.022
C -2.67 -2.26 -3.51  0.107
C -2.17 -0.99 -3.10  -0.096
C -2.71 0.23 -3.56  0.078
C -2.24 1.40 -3.02  0.024
C -1.21 1.36 -2.08  -0.088
N -0.63 0.23 -1.69  -0.031
C -1.13 -0.94 -2.17  -0.160
C -0.63 -2.15 -1.60  -0.145
N 0.35 -2.00 -0.65  -0.042
C 0.80 -3.09 -0.05  -0.064
C 0.36 -4.37 -0.38  0.034
C -0.60 -4.54 -1.34  0.085
C -1.15 -3.40 -1.97  -0.021
H -3.47 -2.32 -4.24  0.153
H -3.50 0.23 -4.29  0.152
H -2.64 2.36 -3.31  0.138
H -0.85 2.27 -1.64  0.091
H 1.55 -2.96 0.71  0.094
H 0.79 -5.22 0.14  0.141
H -0.95 -5.52 -1.60  0.129
C 3.71 -1.00 -0.55  -0.036
N 2.92 -0.36 0.53  -0.362
C 3.03 -1.16 1.78  -0.027
C 3.49 0.98 0.86  -0.153
C 3.28 1.94 -0.27  -0.149
N 1.83 1.99 -0.64  -0.353
C 1.80 2.50 -2.04  -0.041
C 1.13 2.97 0.24  -0.031
H 4.78 -0.92 -0.36  0.128
H 3.51 -0.51 -1.51  0.094
H 3.45 -2.05 -0.63  0.094
H 4.03 -1.01 2.21  0.123
H 2.93 -2.22 1.59  0.081
H 2.27 -0.84 2.49  0.089
H 4.55 0.87 1.09  0.155
H 3.00 1.34 1.76  0.104
H 3.85 1.65 -1.16  0.128
H 3.62 2.94 0.01  0.155
H 2.48 3.35 -2.13  0.122
H 0.81 2.85 -2.32  0.076
H 2.12 1.72 -2.73  0.106
H 1.55 3.96 0.09  0.126
H 1.26 2.68 1.28  0.059
H 0.07 2.98 0.01  0.088
C -2.45 -0.57 0.80  0.005
N -2.03 0.57 1.60  -0.042
C -3.14 1.36 2.17  -0.106
C -2.81 1.76 3.58  -0.121
C -1.49 2.48 3.58  -0.105
N -0.46 1.67 2.90  -0.049
C 0.88 1.83 3.46  -0.006
C -0.76 0.79 1.93  -0.384
O 0.24 0.11 1.40  -0.171
H -3.17 -1.15 1.38  0.120
H -1.59 -1.20 0.59  0.066
H -2.93 -0.24 -0.12  0.104
H -4.02 0.72 2.15  0.136
H -3.34 2.22 1.52  0.142
H -2.76 0.88 4.22  0.139
H -3.59 2.41 3.99  0.143
H -1.13 2.65 4.60  0.139
H -1.55 3.44 3.08  0.145
H 0.87 1.51 4.50  0.123
H 1.17 2.88 3.42  0.116
H 1.59 1.21 2.92  0.046

- total charge = +3
- E_tot (Eh) = -1647.87969
- spin multiplicity = 1
- relative energy (zero: lowest compared OMol25 entry of this formula, charge and spin) (eV) = 0.000



C6H13S | ωB97M-V/def2-TZVPD

Last column: Löwdin spin population.
CARTESIAN COORDINATES (ANGSTROEM)
C -0.04 -1.97 2.64  0.034
C 0.82 -0.73 2.53  0.017
S 0.10 0.64 1.60  0.044
H -0.31 -2.37 1.64  0.007
H -1.03 -1.75 3.10  0.003
H 0.41 -2.78 3.21  0.005
H 1.76 -1.01 2.00  0.006
H 1.09 -0.39 3.54  0.004
C -1.14 -0.08 -1.16  0.063
C -0.13 0.78 -1.93  0.040
C 0.85 0.26 -2.68  0.330
C -0.14 2.26 -1.49  0.134
H -0.65 -0.53 -0.25  0.001
H -1.53 -0.96 -1.69  0.031
H -2.03 0.51 -0.86  0.010
H 1.71 0.91 -3.00  0.088
H 0.70 -0.72 -3.16  0.084
H 0.78 2.79 -1.80  0.050
H -0.15 2.35 -0.39  0.006
H -1.07 2.79 -1.85  0.044

- total charge = -2
- E_tot (Eh) = -634.42181
- spin multiplicity = 2
- relative energy (zero: lowest compared OMol25 entry of this formula, charge and spin) (eV) = 0.312
- <S²> = 0.75



C20H36NOP2Sn | ωB97M-V/def2-TZVPD

Last column: Löwdin spin population.
CARTESIAN COORDINATES (ANGSTROEM)
P -0.63 3.21 1.44  0.003
P -1.53 2.26 -2.37  0.041
C -0.93 4.00 -0.17  0.000
C -2.04 3.42 -1.07  0.007
H 0.04 4.10 -0.70  0.000
H -1.23 5.03 0.09  0.000
H -2.86 2.96 -0.48  0.001
H -2.50 4.25 -1.64  0.001
C -0.48 3.20 -3.51  0.010
H 0.04 2.52 -4.20  0.001
H 0.27 3.78 -2.95  0.000
H -1.12 3.89 -4.09  0.002
C -3.00 1.70 -3.22  0.011
H -3.24 2.40 -4.04  0.001
H -3.85 1.66 -2.52  0.003
H -2.85 0.70 -3.64  0.001
C 0.69 4.15 2.22  0.000
H 1.20 3.54 2.98  0.000
H 0.27 5.04 2.70  0.000
H 1.42 4.47 1.47  0.000
C -2.14 3.54 2.39  0.001
H -3.03 3.20 1.84  0.000
H -2.24 4.62 2.55  0.000
H -2.11 3.03 3.36  0.001
Sn 2.67 -2.10 0.56  -0.054
C -1.50 -0.27 -1.51  0.533
C -0.61 0.86 -1.79  0.092
C 0.66 1.22 -0.92  0.007
C 0.76 0.84 0.56  0.002
C -0.30 1.45 1.56  0.016
C -1.41 0.54 1.77  0.114
C -2.43 0.23 0.80  0.052
C -1.92 -0.84 -0.25  0.103
C 2.03 -2.83 2.54  -0.008
H -1.84 -0.79 -2.41  0.024
H -0.16 0.56 -2.76  0.015
H 0.88 2.30 -1.00  -0.001
H 1.51 0.73 -1.43  0.000
H 0.76 -0.26 0.67  -0.004
H 1.76 1.16 0.90  0.000
H 0.24 1.43 2.54  -0.001
H -1.44 -0.02 2.71  0.007
H -2.80 1.13 0.26  0.004
H -3.29 -0.19 1.36  0.006
H -1.14 -1.47 0.21  0.031
H -2.78 -1.51 -0.46  0.001
H 1.40 -3.72 2.42  0.000
H 1.47 -2.01 3.01  -0.002
H 2.94 -3.07 3.10  -0.001
O 1.81 -3.82 -0.26  -0.008
N 2.46 -5.02 -0.12  -0.001
C 3.81 -5.09 -0.23  -0.004
C 4.43 -6.32 -0.03  0.000
C 3.66 -7.44 0.29  0.000
C 2.28 -7.31 0.43  0.000
C 1.68 -6.08 0.21  0.000
H 4.35 -4.18 -0.46  -0.004
H 5.51 -6.37 -0.14  0.000
H 4.14 -8.40 0.44  0.000
H 1.65 -8.15 0.70  0.000
H 0.61 -5.90 0.31  0.000

- total charge = +2
- E_tot (Eh) = -1809.89800
- spin multiplicity = 2
- relative energy (zero: lowest compared OMol25 entry of this formula, charge and spin) (eV) = 0.119
- <S²> = 0.83



C5H6N2O | ωB97M-V/def2-TZVPD

Last column: Löwdin charge in e.
CARTESIAN COORDINATES (ANGSTROEM)
C 0.79 -0.27 -1.90  -0.181
C 0.30 -0.82 -0.76  -0.089
C 1.34 1.08 -0.36  -0.216
C -3.47 -0.88 0.60  -0.010
C 0.18 0.16 1.65  -0.043
N 1.36 0.92 -1.63  0.029
N 0.71 0.05 0.27  -0.132
O -3.23 -0.69 -0.49  0.020
H 0.61 -0.52 -3.02  0.129
H 0.03 -1.82 -0.61  0.091
H 1.40 2.07 0.18  0.141
H 0.95 -0.16 2.41  0.098
H -0.84 -0.32 1.71  0.066
H -0.13 1.21 1.95  0.098

- E_tot (Eh) = -378.83334
- spin multiplicity = 1
- relative energy (zero: lowest compared OMol25 entry of this formula, charge and spin) (eV) = 1.023



C4H13N2O | ωB97M-V/def2-TZVPD

Last column: Löwdin charge in e.
CARTESIAN COORDINATES (ANGSTROEM)
C -1.39 0.29 -0.58  -0.149
C -1.03 -0.75 0.48  -0.181
C -0.62 -0.07 1.74  -0.129
C 0.63 0.06 2.18  -0.189
N 1.73 -0.51 1.45  0.020
N -0.20 1.16 -0.83  0.186
H -1.70 -0.16 -1.51  0.123
H -2.23 0.89 -0.26  0.134
H -0.27 -1.44 0.08  0.117
H -1.93 -1.35 0.62  0.129
H -1.41 0.37 2.34  0.116
H 0.89 0.58 3.10  0.116
H 2.57 0.03 1.59  0.075
H 1.89 -1.46 1.75  0.097
H 0.47 0.61 -1.39  0.121
H 0.24 1.40 0.07  0.141
H -0.42 2.03 -1.31  0.174
H 0.61 -1.29 -3.26  0.077
H 1.53 -0.07 -3.10  0.063
O 0.60 -0.32 -3.16  -0.044

- total charge = +1
- E_tot (Eh) = -344.71312
- spin multiplicity = 1
- relative energy (zero: lowest compared OMol25 entry of this formula, charge and spin) (eV) = 1.462



C6H14NO | ωB97M-V/def2-TZVPD

Last column: Löwdin charge in e.
CARTESIAN COORDINATES (ANGSTROEM)
C -0.21 -1.17 -0.02  -0.191
C -0.88 -2.36 1.93  -0.070
C 1.46 1.26 -0.44  -0.038
C -1.02 1.72 -0.38  -0.048
C 0.20 -1.47 1.28  -0.189
C 0.08 0.96 -0.87  -0.448
N -0.09 0.50 -2.23  0.172
O -0.75 -1.66 -0.95  0.116
H -0.50 -3.04 2.81  0.129
H -1.16 -3.10 1.08  0.111
H -1.73 -1.91 2.36  0.062
H 2.01 0.72 -1.23  0.092
H 1.66 0.99 0.61  0.092
H 1.64 2.31 -0.64  0.098
H -0.95 2.16 0.56  0.083
H -1.42 2.42 -1.13  0.107
H -1.82 0.93 -0.19  0.125
H 0.47 -0.52 1.88  0.156
H 1.09 -2.08 1.18  0.147
H -0.45 -0.65 -2.04  0.190
H 0.75 0.55 -2.83  0.174
H -0.89 0.97 -2.58  0.129

- total charge = +1
- E_tot (Eh) = -366.64084
- spin multiplicity = 1
- relative energy (zero: lowest compared OMol25 entry of this formula, charge and spin) (eV) = 3.439